{"formula": "C30H29F9MnN3O2PS4", "method": "the ωB97M-V functional and the def2-TZVPD basis", "species": ["C", "F", "C", "H", "H", "H", "H", "H", "F", "C", "H", "H", "C", "F", "C", "P", "H", "F", "H", "C", "C", "C", "H", "H", "H", "F", "C", "H", "N", "C", "O", "N", "F", "C", "C", "H", "H", "C", "H", "H", "C", "S", "S", "C", "H", "H", "C", "Mn", "H", "C", "F", "O", "S", "C", "C", "H", "H", "H", "F", "C", "H", "C", "C", "C", "C", "H", "C", "C", "N", "H", "C", "H", "C", "F", "C", "H", "H", "S", "C"], "positions_angstrom": [[0.07218, 0.07316, 3.31977], [-4.60311, 5.54694, -1.22053], [-2.42815, 1.85856, 0.40095], [1.68176, -3.22118, 3.82774], [-2.63074, 0.90790, 0.87989], [-1.79171, 5.18895, -1.44641], [2.39394, -0.40793, 1.33460], [1.10329, 0.86242, -5.38080], [-5.06056, 4.99553, 0.82312], [5.24768, 3.13662, 1.18268], [2.12270, 0.67798, 3.24350], [0.61650, 2.82044, 1.24868], [-0.79340, -0.69927, -6.41617], [5.88762, 2.20451, 1.91594], [-0.79213, -2.20199, 3.80696], [-0.07245, 0.64041, -0.50355], [-0.51295, -4.33311, 3.75350], [6.06622, 3.47005, 0.17401], [4.86956, 1.33330, -0.76443], [-4.05820, 5.24671, -0.02920], [0.44324, 0.47483, -4.61289], [1.51925, 1.50938, -0.19885], [-2.30400, -1.48508, -4.27632], [3.51117, -2.04572, 2.87031], [2.75077, 0.31366, -1.49656], [0.23805, -1.43759, -6.86717], [-2.25909, -3.64921, -1.10610], [1.87989, -0.84737, 4.06778], [1.88348, -1.00301, 1.97480], [-0.19678, 0.29623, -2.29895], [1.89767, -1.89391, -1.00617], [0.49924, -3.42181, 2.10821], [-0.83874, 0.40905, -7.18041], [3.93298, 2.61091, 0.67772], [-1.27920, 2.01587, -0.36029], [0.00205, -2.09308, 4.54955], [0.44470, -4.19199, 1.45376], [0.65124, 0.80126, -3.28335], [-1.73393, -2.23453, 4.35382], [3.08712, -2.51915, 1.23352], [-1.26916, -0.51825, -2.66577], [-0.52393, -3.48893, -1.01683], [-2.89740, -4.89617, -2.16693], [1.54465, 2.47617, 0.80759], [-4.24146, 2.78053, 1.10295], [-0.17442, 3.34020, -1.65825], [-3.10034, 4.09321, -0.13990], [-0.12179, -1.60487, 0.62102], [1.46581, 1.46676, -3.03072], [2.66818, -2.22024, 2.19473], [5.09017, 4.21698, 1.95908], [-5.51194, -5.24208, -2.32960], [-2.76473, -1.60355, 0.65975], [-0.61589, -0.34982, -4.96478], [-0.62966, -3.51018, 3.04060], [-1.93868, -0.91184, -1.90484], [2.43863, -2.64881, -0.74957], [2.36280, -4.29323, 2.62901], [-1.91408, -1.39219, -6.64287], [3.93180, 1.65308, -0.32433], [-1.69795, -0.74812, 2.71239], [2.73344, 1.09793, -0.75389], [-3.14987, -2.90704, -0.43093], [-1.48091, -0.83955, -3.99958], [1.81272, -3.35905, 2.75318], [-0.13842, 0.39774, 4.34440], [-4.61182, -4.60878, -1.83512], [-1.05641, 3.21750, -1.03801], [-0.75284, -1.05316, 2.89571], [-1.52777, -3.68850, 2.44892], [1.56257, -0.25713, 3.20480], [1.31554, -2.24186, -1.70998], [-3.34398, 2.90230, 0.51260], [-3.42856, 6.35583, 0.40231], [2.74127, 3.02569, 1.24538], [-0.16068, 0.90896, 2.65685], [2.74583, 3.77538, 2.02587], [-4.84643, -3.28762, -0.68144], [-1.96143, 4.25396, -0.92644]], "orbital_gap_ev": [6.26, 6.30], "molar_mass_g_mol": 848.743, "fmax_ev_per_a": 1.52, "s2": 8.757, "total_charge": 0, "multiplicity": 6}

{"formula": "C45H117N7O17", "method": "the ωB97M-V functional and the def2-TZVPD basis", "species": ["H", "H", "H", "H", "C", "C", "N", "O", "C", "C", "H", "N", "H", "H", "O", "H", "C", "N", "H", "H", "N", "C", "O", "H", "H", "O", "H", "H", "C", "H", "H", "H", "H", "H", "H", "H", "O", "H", "N", "H", "H", "H", "H", "H", "H", "H", "H", "H", "H", "H", "H", "H", "C", "H", "H", "H", "H", "C", "H", "H", "C", "H", "C", "H", "H", "H", "C", "H", "H", "H", "H", "H", "H", "H", "H", "C", "O", "N", "O", "H", "H", "H", "C", "H", "H", "H", "C", "H", "H", "H", "C", "O", "C", "H", "N", "O", "O", "H", "H", "H", "H", "H", "H", "C", "O", "H", "C", "C", "C", "H", "H", "H", "C", "C", "C", "O", "H", "C", "H", "H", "C", "H", "C", "H", "H", "H", "H", "C", "H", "C", "C", "H", "H", "H", "H", "H", "C", "C", "O", "C", "H", "H", "H", "H", "O", "C", "H", "C", "C", "H", "H", "O", "C", "H", "H", "H", "H", "H", "C", "C", "H", "H", "H", "H", "H", "H", "H", "C", "O", "H", "H", "H", "H", "H", "C", "H", "C", "H", "O", "C", "H", "C", "H", "H", "C", "H"], "positions_angstrom": [[-3.31212, -2.45312, 0.36000], [5.05668, -7.14803, 4.72394], [0.15576, 7.44352, -5.37122], [-2.48773, 1.38785, -1.34543], [-2.08037, -6.12245, 1.20404], [3.20107, 0.61562, 1.24340], [0.07987, 3.37000, -3.19183], [5.16429, -2.19513, -3.04792], [6.16137, 3.73847, 0.14591], [-5.20418, 0.39477, 0.14339], [3.16587, 1.09817, 0.25954], [6.25254, 0.53982, -2.77413], [-7.36933, -0.83426, 1.11219], [1.02002, -0.28352, -0.73855], [7.00164, 3.68507, -0.97131], [3.11380, 3.04751, -5.72668], [-9.27914, 1.27758, -3.32193], [-7.59225, -0.07156, 0.47890], [-4.76659, 3.82039, 2.84920], [-0.07251, -0.05493, -4.49539], [2.27531, -3.05254, 5.49357], [3.92694, -1.98292, -2.41884], [-0.93805, 1.49074, -5.52749], [-8.89289, -1.44588, -0.56173], [2.90260, -2.48629, 3.55140], [-2.27897, 2.88945, 2.58653], [1.38494, 0.35153, -2.33868], [-3.33031, -8.43616, 0.57094], [-1.02939, 2.65015, 2.00640], [-5.68169, -2.04538, -2.96469], [-0.32645, -0.01926, -1.82630], [2.08764, -4.04135, 3.65429], [-4.47024, 4.40704, 6.54095], [3.44381, 3.40368, -3.59893], [7.66098, -0.56005, -0.64180], [3.61134, -2.90520, -1.93609], [0.63116, -2.30970, 2.32134], [-2.89979, -3.06665, -2.59144], [-3.62049, 4.19556, 4.63448], [-6.64848, 3.36114, 6.03994], [4.26089, 0.34218, -3.37187], [4.44011, -5.44283, 6.43145], [10.12808, -1.04014, 1.22140], [-1.71544, -0.42119, -5.11684], [4.41001, -2.96732, 5.41565], [8.22534, -2.02238, 0.21562], [-2.55673, -4.18067, 1.81360], [-0.04781, -2.94729, 4.16276], [-6.41967, 0.62804, 5.29941], [5.96023, 0.04528, -1.92956], [-5.31196, 1.34311, 0.68588], [5.97153, 2.61248, -3.24756], [7.64101, -1.09498, 0.31218], [1.31374, -2.64985, 0.52076], [2.08619, -2.14271, 5.89338], [-3.32377, 3.22283, 4.66509], [-1.82244, 3.85706, -2.51946], [-0.40007, -1.43134, 1.91970], [2.94031, 1.31891, -6.06611], [-2.95215, 4.34193, 1.30890], [-3.50380, -2.65185, -1.76783], [-0.21021, 3.19012, 2.50777], [3.09322, 2.75921, 2.16368], [-3.24899, -8.13539, 2.32321], [9.81044, 0.38213, 0.18791], [-1.52748, -6.66998, 0.42686], [-0.46407, 6.93169, -4.64157], [-0.28422, -0.38541, -6.17371], [-6.02518, 2.89630, 4.41928], [6.43736, -1.51458, -4.46121], [-0.31650, -0.46987, 2.43316], [1.42041, -3.96013, -2.00490], [2.61981, 2.50494, -2.33079], [5.75731, 0.41855, 1.22579], [0.30366, 2.28432, -1.67275], [-5.56224, -3.11655, -2.76694], [1.73644, -2.91142, -0.30634], [-2.42870, -4.24852, -0.31767], [-4.26105, 0.55227, -0.89589], [-8.89880, 2.27630, -3.07019], [-10.37461, 1.37221, -3.39623], [-8.90591, 0.96233, -4.29338], [-5.74646, 3.14422, 5.45278], [4.64521, -6.71499, 3.04333], [4.73241, -1.54189, -4.96701], [6.29329, 4.71311, 0.61348], [6.25589, -1.47140, 0.75482], [-1.85638, 3.98653, -4.93261], [2.78279, -5.48672, 5.80038], [5.86799, -2.22568, 0.06160], [-3.94326, 4.44639, 3.22913], [-3.45065, -6.44640, 1.11001], [-2.71959, 4.21312, 2.37655], [5.29731, 0.73685, -4.68842], [5.35378, -0.31529, 0.64476], [-4.73731, -3.32962, -1.65095], [-0.67595, 5.62067, -5.13713], [-1.68693, -6.36799, 2.19764], [6.30786, -1.90116, 1.76211], [-6.77157, 0.72802, -1.28095], [0.16865, -2.73762, -1.67152], [-6.67550, 1.17287, 6.96342], [4.01587, -1.24905, -1.60324], [4.05402, -0.61801, 1.24058], [2.24351, 1.86946, -4.24338], [5.09182, 3.61732, -0.09318], [-4.78579, 4.32139, 5.49628], [1.40921, 3.97312, -3.37768], [0.83285, -3.48676, -1.21893], [0.70669, -1.34805, 4.15288], [-4.26568, 5.48370, 3.09522], [7.44086, 1.65580, -0.71246], [-3.01245, 1.03833, -0.45489], [3.76273, -5.00505, 5.68406], [-0.98980, 4.34527, -3.03917], [0.52765, 1.66725, -0.94539], [1.53789, 4.71377, -2.58451], [0.77385, -2.35884, 3.72810], [-4.87028, -0.39710, 0.82934], [0.03090, 6.91127, -3.66594], [-9.42096, 0.56324, -1.09491], [-0.92223, -4.29306, 1.15521], [-6.51829, 0.00632, -0.50691], [-1.41612, 7.46498, -4.53354], [-5.13802, -3.59260, -3.66394], [-3.29056, -4.76469, -0.46920], [0.18813, -4.25708, -0.78710], [2.08581, -3.02787, 4.05623], [-0.77390, 1.60028, 2.14222], [5.41751, -1.32423, -4.13029], [2.49219, 2.91569, -3.33280], [-6.52724, -3.58144, -2.57952], [1.46912, 4.50771, -4.33582], [5.13727, 2.02083, -1.79002], [-1.80035, -2.26302, -0.64086], [-2.49405, 5.41921, -4.14064], [7.19401, 2.38922, -1.49338], [5.26654, 0.13439, -3.77453], [8.20409, -0.26892, 1.32547], [-1.95272, -4.62426, 0.99448], [-9.59062, -0.48750, 0.72421], [-10.51776, 0.48532, -1.12187], [3.53464, -1.37664, 0.63985], [-0.32811, -1.25051, 0.84610], [3.77701, 1.53619, 2.17419], [-8.88827, -0.44146, -0.11470], [6.34550, 2.95755, 0.89880], [-3.70221, -7.79745, 1.38239], [9.58684, -0.08623, 1.15427], [9.95274, 0.54796, 1.95990], [2.17908, 0.41551, 1.59954], [-5.06216, 2.03516, 6.01124], [6.05979, 1.94038, -2.39374], [-0.12870, 2.78867, -3.99985], [3.68102, -3.33417, 6.97774], [2.95520, 3.09154, 1.12345], [3.14847, -1.62504, -3.10185], [-1.93419, 4.92880, 2.65128], [0.65183, 0.38005, -1.52812], [3.59331, -3.51855, 5.90410], [-3.14897, 1.89898, 0.20902], [-5.28174, 0.11130, 6.56164], [-9.16220, 1.58012, -0.77003], [2.09062, 2.63593, 2.59478], [-6.34679, -0.94929, -1.02886], [8.13381, 2.41766, -2.05867], [4.11066, -1.06161, 2.24490], [-5.90223, 0.93589, 6.21929], [4.28930, -5.24095, 4.39048], [-4.77947, -7.92332, 1.48346], [-5.30881, 5.25119, 5.25702], [3.65872, 3.52002, 2.69476], [-0.97437, 2.89769, 0.94065], [3.36007, -7.08763, 4.18029], [2.45532, 2.18243, -5.59897], [-0.67311, 5.18299, -2.41288], [-2.72142, -2.83458, -0.48788], [-2.41156, 0.26215, 0.03318], [-8.90291, 0.30361, -2.38697], [-0.77397, 0.09333, -5.31517], [-3.68859, -1.59095, -1.97615], [4.34623, -6.60940, 4.08531], [-1.39310, -1.86252, 2.10313], [1.51546, 2.34774, -6.13375], [-1.56392, 4.86810, -4.35374], [-1.39708, 1.60858, -6.36368]], "orbital_gap_ev": 9.01, "molar_mass_g_mol": 1028.463, "smiles": "COCCNCCOC.COCCNCCOC.COCCNCCOC.COCCNCCOC.COCCNCCOC.COCCNCCOC.COCCNCCOC.CO.CO.CO", "e_above_lowest_kcal_mol": 0.0, "fmax_ev_per_a": 1.17, "total_charge": 0}

{"formula": "C3H31NO15", "method": "the ωB97M-V functional and the def2-TZVPD basis", "species": ["O", "H", "H", "H", "H", "O", "H", "H", "O", "H", "H", "O", "H", "O", "H", "O", "H", "H", "H", "H", "O", "H", "H", "H", "H", "O", "O", "H", "O", "N", "H", "H", "H", "H", "H", "O", "H", "H", "C", "O", "O", "O", "H", "C", "O", "C", "H", "H", "H", "H"], "positions_angstrom": [[-1.55502, -1.80277, 0.34181], [-0.47098, -1.44704, -1.23044], [2.15815, 2.42431, -0.05848], [4.66281, 0.94965, 0.86085], [0.64844, -2.86297, 3.22208], [0.51828, -2.08301, 2.79376], [4.89840, -0.25044, -0.12443], [2.82141, 3.53057, -1.05670], [-3.62029, -0.70634, 1.65503], [-1.69061, 3.54584, 1.30978], [-2.33698, 2.17758, -0.23775], [1.57090, -3.22475, -1.60567], [-3.11980, 0.75531, 0.04211], [-2.59010, 3.28086, 1.29422], [3.55531, -0.77743, 2.66887], [-1.62416, 1.28801, 2.90162], [2.29639, -1.54932, -3.75268], [-4.26736, -1.37700, 2.06753], [2.41221, -3.31695, -1.11689], [1.27866, -2.73351, 0.74205], [3.00150, 2.92295, -0.36676], [1.74501, 0.28198, 0.50301], [-3.01537, -1.33354, 1.14781], [-0.61817, -1.84232, 0.67906], [1.34857, -1.46169, 3.02532], [1.40128, -1.83760, -3.92750], [0.83208, -0.13878, 0.38455], [-2.65040, 2.70465, 1.91826], [-2.45627, 3.10440, -2.39603], [-2.49926, 1.14894, -0.67078], [0.95435, -3.59448, -0.97898], [-3.01783, 1.26551, -1.76457], [-2.34543, -1.20929, -1.48004], [-1.14152, 0.66303, -3.07379], [2.41106, 0.32484, 2.72711], [4.51294, 0.07461, 0.71941], [-2.49539, 0.87950, 3.06394], [1.36808, -2.30332, -3.17146], [-0.00702, 0.88399, -0.21648], [0.58652, 1.99555, -0.31900], [1.28790, -3.71157, 0.74769], [-0.54077, 0.58202, -3.72181], [-1.73096, 2.94025, -2.92568], [-1.31136, 0.39079, -0.55406], [2.79204, -0.49554, 3.08598], [-1.41762, -1.07087, -0.89124], [-2.16235, 3.78495, -1.76038], [-1.01467, 0.63614, 3.02364], [0.42206, -4.17336, 0.92564], [0.07309, 0.11801, -3.22707]], "orbital_gap_ev": [10.37, 6.94], "molar_mass_g_mol": 321.273, "e_above_lowest_kcal_mol": 52.7, "fmax_ev_per_a": 8.82, "s2": 0.760, "total_charge": 1, "multiplicity": 2}